This record from the OMol25 dataset describes C53H48AsHfN5O2PS2Te as an isolated structure. The level of theory is the ωB97M-V functional and the def2-TZVPD basis.

Structure (XYZ):
```
114
C53H48AsHfN5O2PS2Te the ωB97M-V functional and the def2-TZVPD basis
Hf -0.0028 0.0337 0.2092
C 6.0301 3.5228 -2.1863
C 4.9562 2.6467 -1.6013
C 5.2549 1.3912 -1.0817
C 4.2724 0.5508 -0.5724
C 4.6441 -0.7900 -0.0056
O 5.1253 -1.6386 -0.7284
C 4.4199 -1.0247 1.4479
C 4.7556 -2.2700 1.9810
C 4.5267 -2.5371 3.3190
C 3.9603 -1.5639 4.1348
C 3.6357 -0.3189 3.6155
C 3.8723 -0.0473 2.2765
C 2.9451 0.9627 -0.5911
O 1.9676 0.1141 -0.2018
C 2.6315 2.2470 -1.0729
C 3.6308 3.0651 -1.5793
C 1.1822 2.5138 -1.0186
N 0.5530 2.3120 0.1099
C 1.2598 2.7209 1.3400
C 0.7532 4.1111 1.7121
Te 1.3328 5.6537 0.3589
C 3.3826 5.6257 0.8559
C 3.8369 5.2118 2.1051
C 5.1929 5.2305 2.3994
C 6.1062 5.6941 1.4623
C 5.6554 6.1327 0.2264
C 4.3027 6.0845 -0.0817
C 0.4246 2.7639 -2.2545
C -0.8969 3.2171 -2.1592
C -1.5925 3.5753 -3.3000
C -0.9704 3.5099 -4.5419
C 0.3427 3.0676 -4.6467
C 1.0392 2.6924 -3.5095
H 7.0176 3.2299 -1.8314
H 5.8690 4.5667 -1.9172
H 6.0362 3.4560 -3.2768
H 6.2845 1.0492 -1.0726
H 5.1988 -3.0126 1.3308
H 4.7926 -3.5021 3.7320
H 3.7800 -1.7757 5.1815
H 3.1997 0.4398 4.2532
H 3.6294 0.9303 1.8771
H 3.3645 4.0529 -1.9388
H 2.3441 2.7320 1.2176
H 1.0284 2.0346 2.1477
H 1.1327 4.3858 2.6960
H -0.3356 4.1420 1.7719
H 3.1406 4.8870 2.8671
H 5.5336 4.9003 3.3731
H 7.1620 5.7240 1.6998
H 6.3602 6.5148 -0.5028
H 3.9662 6.4219 -1.0572
H -1.3466 3.3111 -1.1792
H -2.6101 3.9361 -3.2195
H -1.5075 3.8153 -5.4312
H 0.8246 3.0252 -5.6149
H 2.0666 2.3619 -3.5896
S -0.0471 -0.2336 2.6855
C -1.2584 1.0398 2.9653
C -1.2297 1.5120 4.3172
N -1.1577 1.8573 5.4130
C -2.1267 1.5974 2.0830
S -2.3677 1.2221 0.3884
C -3.0286 2.6088 2.5586
N -3.7657 3.4285 2.8884
N -1.3483 -3.2301 1.0810
P -2.1787 -1.7806 0.7893
C -3.5067 -2.2175 -0.3752
C -3.7897 -1.3976 -1.4626
C -4.7839 -1.7418 -2.3683
C -5.4997 -2.9165 -2.1929
C -5.2352 -3.7360 -1.1015
C -4.2511 -3.3831 -0.1926
C -3.1148 -1.5618 2.3234
C -4.3127 -0.8469 2.2894
C -4.9847 -0.5581 3.4670
C -4.4772 -0.9955 4.6826
C -3.3044 -1.7361 4.7198
C -2.6212 -2.0158 3.5458
C -0.0400 -3.4214 0.7135
C 0.4928 -4.7158 0.8174
C 1.7652 -4.9667 0.3710
C 2.5008 -3.9180 -0.1760
C 1.9293 -2.6747 -0.1982
N 0.6806 -2.3834 0.2444
H -1.8090 -4.0436 1.4601
H -3.2484 -0.4669 -1.5811
H -5.0053 -1.0907 -3.2050
H -6.2743 -3.1902 -2.8980
H -5.8055 -4.6439 -0.9538
H -4.0771 -4.0141 0.6729
H -4.7140 -0.4989 1.3459
H -5.9026 0.0142 3.4352
H -4.9972 -0.7602 5.6026
H -2.9096 -2.0835 5.6664
H -1.6899 -2.5661 3.5875
H -0.1231 -5.5040 1.2305
H 2.1782 -5.9653 0.4358
H 3.5045 -4.0434 -0.5579
H 2.4773 -1.8372 -0.5843
C -1.4073 -0.1006 -3.8403
As -0.3237 -0.9741 -2.4893
C 1.4280 -0.9564 -3.3328
C -0.7850 -2.8536 -2.6748
H -1.3393 -0.6684 -4.7667
H -1.0225 0.9019 -4.0035
H -2.4485 -0.0396 -3.5333
H 1.3376 -1.2782 -4.3683
H 2.0905 -1.6370 -2.8010
H 1.8472 0.0458 -3.2972
H -0.9216 -3.0801 -3.7307
H -1.7006 -3.0853 -2.1363
H 0.0375 -3.4519 -2.2849
```

As for the lowest unoccupied orbital energy: -3.6 eV. The value obtained for the energy above the lowest of the compared OMol25 structures with the same formula, charge and spin is 2.6 kJ/mol. The multiplicity is 1. The calculation puts the highest occupied orbital energy at -9.93 eV. Its charge is +1.